A 8-piece molecular cluster, C35H49BN2O15S overall at a distorted geometry. Source: the OMol25 dataset; level of theory: ωB97M-V with the def2-TZVPD basis set.

XYZ file:
```
103
Properties=species:S:1:pos:R:3:forces:R:3
C -5.921842 1.541032 3.061963 -0.8 -0.4 -1.0
B -4.802041 0.493614 2.525211 -0.2 -0.9 -0.6
O -5.256482 -0.716129 1.820906 0.7 2.7 -0.2
C -3.186397 0.662547 2.647571 3.2 1.2 0.2
C -2.402108 2.002342 2.525342 0.9 -4.0 0.5
C -0.782962 2.081862 2.625137 -1.1 -4.5 0.3
C 0.035593 0.766089 2.840254 -3.8 2.1 -0.6
C -0.761633 -0.606685 2.952693 -0.3 -1.2 0.0
N -0.147636 -1.927586 3.114365 -4.0 3.1 -0.4
S -1.452094 -3.047208 3.176784 -0.2 3.9 -0.3
N -2.850047 -2.041057 3.021237 3.8 3.1 -0.3
C -2.361547 -0.688827 2.871549 1.7 -0.4 0.1
H -6.941536 1.173632 2.650200 1.6 0.6 0.7
H -5.717816 2.553512 2.557547 -0.2 -1.2 1.2
H -6.019981 1.600488 4.197407 0.3 0.1 -1.8
H -5.384590 -0.427686 0.877589 0.0 -0.7 1.2
H -2.994941 2.955470 2.334533 1.0 -1.5 0.4
H -0.301145 3.116351 2.499193 -0.6 -2.0 0.3
H 1.174555 0.822992 2.884355 -1.9 -0.3 0.0
O -3.929317 4.121304 3.907753 0.2 0.4 1.0
C -4.006275 3.988647 5.105717 0.1 -0.2 -1.0
O -3.050976 4.410424 5.976865 -0.3 0.0 -0.6
C -3.402840 4.001865 7.303074 0.2 0.0 0.6
C -4.895955 3.781402 7.267564 -0.5 0.0 0.5
C -5.122127 3.307226 5.848554 -0.3 0.3 0.5
H -2.852783 3.087217 7.543614 0.0 0.1 -0.1
H -3.121503 4.780605 8.014300 0.2 0.0 -0.2
H -5.245539 3.078894 8.026147 0.1 0.1 0.0
H -5.415402 4.732437 7.423829 0.1 -0.1 0.0
H -5.002290 2.225817 5.757215 0.0 0.1 0.0
H -6.094932 3.621092 5.470080 0.2 -0.3 -0.2
O 0.355930 3.485316 -1.870113 0.0 0.8 0.4
C -0.364488 4.175276 -1.192422 0.3 -1.0 -0.4
O 0.054937 5.283569 -0.519517 0.2 -0.3 -0.4
C -1.026198 5.796699 0.267644 -0.2 0.4 0.4
C -2.279112 5.260482 -0.382930 -0.7 0.2 0.1
C -1.822617 3.925837 -0.926444 -0.4 0.3 -0.1
H -0.907622 5.443232 1.296647 0.0 0.0 0.0
H -0.997991 6.888152 0.263962 0.3 -0.1 0.0
H -3.123625 5.187501 0.305175 0.1 0.1 0.0
H -2.574117 5.911089 -1.211253 0.0 -0.1 0.1
H -1.916446 3.131127 -0.181445 0.1 -0.1 -0.1
H -2.349937 3.665203 -1.843635 0.2 -0.2 0.1
O 7.170608 3.651518 -0.800795 -0.8 -0.3 0.4
C 6.047039 3.245349 -0.958260 1.1 0.2 -0.1
O 5.302554 2.663593 0.021926 0.4 0.3 -0.1
C 4.065402 2.202022 -0.532919 -0.5 -0.3 0.1
C 3.862645 3.018459 -1.786609 -0.5 0.1 -0.5
C 5.281874 3.259456 -2.253502 -0.5 0.2 0.0
H 4.155285 1.131905 -0.743325 0.0 0.1 0.0
H 3.259737 2.353890 0.187976 0.2 0.0 0.1
H 3.235875 2.520166 -2.527842 0.0 0.0 0.2
H 3.391709 3.973882 -1.534608 0.0 -0.2 0.0
H 5.644378 2.449136 -2.890691 0.1 0.1 0.0
H 5.381565 4.220603 -2.757947 0.3 -0.2 0.0
O 2.600936 -3.513668 -2.429357 0.4 0.2 0.7
C 2.516210 -3.655607 -1.234949 0.0 -0.2 -0.9
O 3.461512 -3.238772 -0.348591 -0.2 0.0 -0.6
C 3.094699 -3.664405 0.969336 0.1 0.0 0.6
C 1.603536 -3.890411 0.912277 -0.5 0.0 0.5
C 1.394854 -4.349106 -0.512164 -0.2 0.2 0.4
H 3.645553 -4.579994 1.206178 0.0 0.0 0.0
H 3.363808 -2.893118 1.693521 0.1 0.0 -0.2
H 1.247429 -4.603464 1.658035 0.1 0.1 0.0
H 1.078939 -2.943682 1.073187 0.1 -0.1 0.0
H 1.519574 -5.430122 -0.613809 -0.1 0.0 -0.1
H 0.424728 -4.034384 -0.897212 0.2 -0.2 -0.2
O -0.332651 -8.128471 2.261298 0.8 0.4 -0.3
C 0.760907 -8.347628 1.806494 -1.2 0.0 0.2
O 1.611938 -7.378666 1.368561 -0.4 0.0 0.3
C 2.771830 -7.992284 0.792185 0.5 0.1 -0.4
C 2.830022 -9.376429 1.393697 0.5 -0.5 0.1
C 1.367124 -9.707674 1.594643 0.5 -0.2 0.2
H 2.650146 -8.016046 -0.295171 0.0 0.0 0.0
H 3.658514 -7.403637 1.035995 -0.2 0.1 0.0
H 3.360832 -10.095650 0.767564 0.0 0.1 0.0
H 3.334180 -9.337999 2.364910 0.0 0.0 -0.1
H 0.925760 -10.159541 0.703137 -0.1 0.0 0.1
H 1.215126 -10.345132 2.465638 -0.3 0.0 -0.2
O -2.917856 5.235986 -3.479290 0.3 0.2 -0.9
C -2.063578 5.819282 -4.100508 -0.5 -0.6 0.5
O -1.751274 5.554248 -5.396886 -0.4 0.0 0.5
C -0.625372 6.348688 -5.786087 0.4 0.1 -0.4
C -0.607999 7.512336 -4.823572 0.3 0.6 0.0
C -1.165264 6.897566 -3.558366 0.1 0.4 -0.2
H 0.276946 5.734403 -5.712357 -0.1 0.0 0.0
H -0.746586 6.675741 -6.820416 -0.1 -0.2 0.1
H 0.382732 7.952696 -4.698080 -0.1 -0.1 -0.1
H -1.283484 8.297504 -5.178512 0.1 -0.1 0.0
H -0.382494 6.437205 -2.949997 -0.1 0.0 0.1
H -1.731205 7.623587 -2.973930 0.0 -0.3 0.2
O 2.822596 -7.915104 -3.683089 0.1 0.0 -0.9
C 2.775758 -7.239230 -4.681231 0.2 -0.3 1.0
O 3.201951 -7.657263 -5.904780 -0.1 -0.2 0.5
C 3.104610 -6.574101 -6.835950 0.1 0.1 -0.5
C 2.084673 -5.630540 -6.243555 -0.4 0.5 -0.2
C 2.291493 -5.817773 -4.756338 -0.3 0.1 -0.3
H 4.090816 -6.110793 -6.936268 0.0 0.0 0.0
H 2.792171 -6.954441 -7.810398 0.2 -0.2 0.2
H 2.207774 -4.598621 -6.577132 0.0 -0.1 0.0
H 1.075523 -5.955346 -6.517608 0.1 0.0 0.0
H 3.067864 -5.155546 -4.366464 -0.2 0.0 0.2
H 1.361903 -5.689741 -4.202211 0.3 0.0 0.3
```
Forces are in eV/Å.

Properties
Strongest force on any atom (eV/Å): 5.1
SMILES string: CB(O)c1cccc2nsnc12.O=C1CCCO1.O=C1CCCO1.O=C1CCCO1.O=C1CCCO1.O=C1CCCO1.O=C1CCCO1.O=C1CCCO1
Spin multiplicity: 1
HOMO level (eV): -8.739

Mulliken atomic charge list, values in e, 8 entries: atom 1 (C): -0.72, atom 2 (B): 0.35, atom 3 (O): -0.53, atom 4 (C): 0.38, atom 5 (C): -0.41, atom 6 (C): -0.58, atom 7 (C): -0.72, atom 8 (C): 0.61



C35H51Br2Cl2F7N3O13S as an isolated structure. Source: the OMol25 dataset; level of theory: ωB97M-V with the def2-TZVPD basis set.

XYZ file:
```
114
Properties=species:S:1:pos:R:3:forces:R:3
C 4.222112 -3.799397 1.227376 0.1 0.3 0.0
C 2.750780 -3.573491 0.895803 -0.1 -0.3 0.1
C 1.870066 -3.251298 2.106279 0.0 0.0 -0.1
C 2.279720 -2.012476 2.926320 0.1 0.1 0.0
C 1.399727 -0.737853 3.016576 -0.1 0.0 0.1
Cl -0.219550 -1.405148 3.375372 0.0 0.1 -0.3
C 1.830757 0.225349 4.204942 0.3 0.3 -0.4
Br 3.757996 -0.029359 4.591086 0.1 -0.1 0.1
C 1.167186 0.036159 5.641502 -0.1 -0.2 0.0
Br 1.875120 -1.489429 6.651593 0.0 -0.2 -0.1
C -0.357512 0.079028 5.941534 -0.1 0.1 0.1
C -1.118448 -1.201343 6.312659 -0.1 0.1 0.0
C 1.672723 1.743868 3.614855 -0.2 -0.5 -0.5
S 0.910421 2.919642 4.768677 -0.1 -0.1 0.1
Cl 3.256241 2.504309 3.214129 -0.2 0.2 -0.1
C 0.791127 1.617950 2.276102 -0.1 0.1 0.5
C 1.000117 2.864142 1.389499 0.3 -0.2 0.0
C 0.258311 3.077276 0.063584 -0.2 0.3 0.1
C -0.003820 4.543622 -0.187392 0.2 0.0 0.1
F 0.978719 5.335928 0.284106 0.1 0.1 0.0
F -1.138552 4.976914 0.405843 -0.1 0.0 0.1
F -0.126954 4.808328 -1.496148 -0.1 -0.1 0.0
C -0.717010 1.498558 2.684827 0.0 -0.1 -0.2
C -1.728071 2.610141 2.370355 0.7 -0.1 0.6
C -1.838803 3.801837 3.278118 -0.2 0.1 0.0
N -2.498741 2.354430 1.413058 -0.6 0.1 -0.5
N 1.312438 0.213142 1.709484 -0.3 -0.1 0.0
C 2.720298 0.186358 1.092533 0.0 0.0 0.2
C 3.077739 1.112377 -0.077396 0.1 -0.1 -0.2
C 4.256622 2.076468 0.104869 0.0 -0.1 0.0
O 3.738408 3.392337 0.227360 0.3 0.2 -0.1
C 0.388615 -0.456055 0.676914 0.1 -0.2 0.0
C 0.385898 -0.054723 -0.807405 0.2 -0.1 0.4
C 1.232089 -0.778958 -1.823892 -0.4 -0.1 -0.3
N -0.514847 0.774720 -1.106375 -0.3 -0.4 -0.5
H 4.329298 -4.480880 2.074339 0.0 0.0 -0.1
H 4.747638 -2.871747 1.482874 -0.1 -0.1 0.1
H 4.753919 -4.207084 0.366722 -0.1 -0.1 0.1
H 2.655463 -2.827529 0.107985 0.0 0.2 -0.1
H 2.342440 -4.488730 0.459727 0.1 0.1 0.0
H 0.820819 -3.235255 1.808179 0.0 0.1 0.0
H 1.945168 -4.111677 2.776945 0.0 0.1 0.0
H 2.309223 -2.300032 3.980535 0.0 0.0 -0.1
H 3.305784 -1.753524 2.690518 0.0 0.1 0.0
H 1.597373 0.861579 6.188693 0.2 0.0 0.0
H -0.444570 0.760073 6.791824 0.0 0.0 -0.1
H -0.889620 0.557613 5.129723 0.0 0.0 0.1
H -0.988672 -1.445028 7.365230 0.1 -0.1 -0.1
H -2.185469 -1.030740 6.147359 0.1 0.0 0.0
H -0.832444 -2.064836 5.716609 0.0 0.0 0.2
H 1.984317 2.902019 5.567807 0.0 0.2 0.1
H 2.052033 3.006100 1.191289 0.0 0.1 0.1
H 0.752293 3.683158 2.068744 -0.1 0.0 0.1
H -0.695999 2.560556 0.005819 0.1 0.2 0.0
H 0.851554 2.749762 -0.790323 0.0 0.1 0.1
H -0.763691 1.309897 3.748943 0.0 0.1 -0.1
H -1.175273 0.638986 2.217114 0.0 0.1 0.1
H -1.848124 3.496960 4.327064 0.0 0.0 -0.1
H -1.011616 4.502445 3.152495 0.0 0.0 0.0
H -2.770727 4.328071 3.067842 0.1 0.0 0.0
H -3.195216 3.093489 1.294420 0.0 -0.1 0.0
H 3.433083 0.279692 1.905041 0.0 0.2 0.0
H 2.795135 -0.834324 0.730951 0.0 -0.1 0.1
H 3.345203 0.442093 -0.892510 0.0 0.1 0.0
H 2.237075 1.690562 -0.452102 0.1 -0.1 0.1
H 4.896359 2.008990 -0.779915 0.0 0.0 0.0
H 4.864944 1.800888 0.974721 -0.1 0.0 0.0
H 4.458741 4.036455 0.240869 -0.1 -0.2 0.0
H -0.631452 -0.334583 1.005117 0.0 0.0 -0.1
H 0.641316 -1.510293 0.736918 0.1 -0.1 0.0
H 1.757837 -1.638860 -1.424026 0.2 0.0 0.1
H 0.560365 -1.155060 -2.604342 0.1 0.0 0.1
H 1.925028 -0.094773 -2.313091 0.0 -0.1 0.0
H -0.555800 0.917820 -2.119452 0.0 0.0 0.0
C 1.220362 -8.292113 -0.551435 -0.1 0.0 0.0
C 1.091513 -8.548557 -2.043436 0.1 0.1 0.0
O 0.726672 -7.268656 -2.536232 0.2 0.0 -0.1
C 1.170271 -6.327341 -1.672902 -0.1 0.0 0.0
O 1.209901 -5.161501 -1.899621 -0.1 0.0 0.1
O 1.572375 -6.903273 -0.516127 0.0 0.0 0.0
F 0.116087 -9.430550 -2.334018 -0.1 0.0 0.0
H 0.253297 -8.433649 -0.066978 0.0 -0.1 0.0
H 1.984247 -8.883245 -0.057295 0.1 0.1 0.0
H 2.011588 -8.864411 -2.537471 0.0 -0.1 0.0
C -2.615274 -2.065624 -3.824022 -0.1 0.0 0.0
C -3.135341 -2.484195 -5.188024 0.1 0.0 0.0
O -2.360406 -1.696634 -6.066433 0.1 -0.1 -0.1
C -1.190803 -1.379375 -5.452301 0.0 0.1 0.0
O -0.239522 -0.912108 -5.975449 -0.1 0.0 0.1
O -1.270638 -1.688129 -4.129269 0.0 0.1 0.1
F -4.444134 -2.176492 -5.358757 0.0 0.1 0.1
H -3.168284 -1.197874 -3.460166 -0.1 0.0 0.0
H -2.622319 -2.858123 -3.082073 0.1 0.0 0.0
H -2.992752 -3.538576 -5.429662 -0.1 0.0 0.0
C -0.273196 8.301740 -0.238409 0.0 0.0 0.0
C -0.362913 8.766497 1.202710 -0.1 0.0 0.0
O -0.529568 10.156585 1.068723 -0.2 0.0 0.1
C -1.088803 10.411460 -0.153978 0.1 0.0 0.0
O -1.547038 11.448623 -0.483853 0.1 -0.1 0.0
O -1.049171 9.289312 -0.914658 0.0 0.1 -0.1
F 0.768811 8.509010 1.904744 0.1 0.0 0.0
H 0.760363 8.343955 -0.586051 0.0 0.0 0.1
H -0.693704 7.317796 -0.407389 -0.1 0.0 -0.1
H -1.208830 8.357952 1.760350 0.1 -0.1 0.0
C -6.610234 -2.334071 -9.079490 -0.1 0.0 0.0
C -6.833910 -2.911972 -7.693594 0.0 0.0 -0.1
O -6.988329 -4.289255 -7.962362 0.2 -0.1 0.1
C -6.335384 -4.579657 -9.125532 -0.1 0.0 -0.1
O -6.083848 -5.671359 -9.504476 0.0 0.1 0.0
O -6.005152 -3.431307 -9.763082 0.0 0.0 -0.1
F -7.957818 -2.438896 -7.105524 -0.1 0.0 -0.1
H -7.569044 -2.094054 -9.542015 0.0 0.0 0.0
H -5.951199 -1.471848 -9.104697 0.1 -0.1 0.0
H -6.002531 -2.775687 -7.003146 0.0 0.1 0.1
```
Forces are in eV/Å.

Properties
Strongest force on any atom (eV/Å): 0.9
Spin multiplicity: 1
Total charge: +1
HOMO level (eV): -12.105

Mulliken atomic charge list, values in e, 8 entries: atom 1 (C): -1.55, atom 2 (C): 0.81, atom 3 (C): -1.41, atom 4 (C): -1.49, atom 5 (C): 1.78, atom 6 (Cl): -0.11, atom 7 (C): -1.11, atom 8 (Br): 0.19



Q: Among the records above, which one has the lowest HOMO level?
A: C35H51Br2Cl2F7N3O13S



Q: Which value of HOMO level does entry 1 give?
A: -8.739 eV



Q: The highest HOMO level belongs to which entry?
A: C35H49BN2O15S